Entry from OMol25: a structure of composition C12H22N2OPbS (ωB97M-V/def2-TZVPD).

Positions of all 39 atoms, in Å:
Pb  -0.6788  0.3664  -0.4795
C  -2.8904  -1.0880  1.1750
C  -3.6367  0.0258  0.7915
C  -3.2597  1.2949  1.2182
C  -2.1408  1.4558  2.0381
C  -1.4064  0.3410  2.4431
C  -1.7788  -0.9311  2.0056
H  -3.1956  -2.0788  0.8624
H  -4.5173  -0.1004  0.1752
H  -3.8471  2.1588  0.9345
H  -1.8698  2.4419  2.3940
H  -0.5770  0.4612  3.1292
H  -1.2400  -1.8045  2.3528
C  -0.1020  2.9319  -2.5545
C  0.5531  1.8003  -3.3021
O  0.0569  0.5437  -2.7744
C  0.5614  -0.6156  -3.4838
C  -0.1976  -1.8291  -3.0125
H  0.2589  3.8860  -2.9381
H  0.1622  2.9324  -1.4875
H  -1.1876  2.9136  -2.6621
H  1.6400  1.8198  -3.1960
H  0.3097  1.8275  -4.3647
H  1.6338  -0.7017  -3.2958
H  0.4103  -0.4418  -4.5496
H  -0.0283  -2.0283  -1.9455
H  0.1549  -2.7180  -3.5347
H  -1.2670  -1.7287  -3.2029
C  2.7362  -2.1452  3.3264
N  2.2992  -1.6917  2.0030
C  2.2740  -0.4285  1.6282
N  2.5822  0.5270  2.4980
S  1.9204  0.0061  -0.0204
H  2.6518  -3.2263  3.3592
H  2.1010  -1.7236  4.1054
H  3.7782  -1.8729  3.4991
H  2.1289  -2.3747  1.2817
H  2.9499  0.3185  3.4144
H  2.6578  1.4760  2.1692

Output
Net charge: +2
Energy above the lowest of the compared OMol25 structures with the same formula, charge and spin: 0.0 kJ/mol
HOMO: -0.5919 Eh
Lowest unoccupied orbital energy: -7.485 eV